No. 1
The following is a DFT calculation (the ωB97M-V functional and the def2-TZVPD basis) of 2 unconnected molecules or ions with the total composition C8H12N3.

Values from the calculation:
* gap between HOMO and LUMO (alpha / beta): 0.2287 / 0.2804 hartree
* E_LUMO (alpha / beta): -5.0 / -4.0 eV
* total charge: +1
* energy relative to the best compared isomer or geometry (same formula, charge and spin): 140.0 kcal/mol

Cartesian coordinates (Å):
C -0.9194 0.0126 -2.7987
C -1.7834 0.9063 -2.3213
C -0.0094 0.8861 -0.9861
C -0.2635 -1.3931 1.5651
C -0.3926 -2.6052 1.0129
C 0.5659 -0.6327 2.5841
C -0.5828 -0.0701 1.8945
C 0.8710 1.3570 -0.0322
N 0.1915 -0.0964 -1.9457
N -1.2257 1.5206 -1.2075
N 2.1613 0.8714 0.2270
H -1.1265 -0.4108 -3.8185
H -2.7947 1.3439 -2.8368
H -0.8958 -2.7262 0.0580
H 0.2932 -3.4166 1.3035
H 0.4455 -0.8168 3.6644
H 1.5914 -0.4345 2.3619
H -1.2277 0.8128 2.0572
H 0.4885 2.0567 0.7992
H -1.3122 2.3576 -0.7800
H 1.1212 -0.4797 -2.0809
H 2.4730 1.2221 1.1266
H 2.3311 -0.2648 0.1534

No. 2
The following is a DFT calculation (the ωB97M-V functional and the def2-TZVPD basis) of a gas-phase ion, C3H8NOS2 (charge -1).

Values from the calculation:
* gap between HOMO and LUMO: 0.2077 hartree
* structure (SMILES): N[C@H](C[O-])CSS
* E_LUMO: 2.8 eV
* total charge: -1
* energy relative to the best compared isomer or geometry (same formula, charge and spin): 0.0 kcal/mol

Cartesian coordinates (Å):
N 2.1170 0.5454 -0.3341
C 1.2643 -0.4328 0.3132
C 1.8861 -1.9554 0.0756
O 3.1943 -1.8837 -0.0777
C -0.1680 -0.4515 -0.1551
S -0.9485 1.1350 0.3086
S -2.9242 1.0161 -0.1756
H 3.0646 0.2290 -0.1057
H 2.0594 0.4038 -1.3412
H 1.2978 -0.1909 1.3815
H 1.4860 -2.4991 0.9608
H 1.3271 -2.2779 -0.8415
H -0.6059 -1.3121 0.3642
H -0.3583 -0.5930 -1.2203
H -3.4264 0.5814 0.9937

No. 3
The following is a DFT calculation (the ωB97M-V functional and the def2-TZVPD basis) of a molecular structure, C4H4CaO2.

Values from the calculation:
* gap between HOMO and LUMO (alpha / beta): 0.2805 / 0.2214 hartree
* E_LUMO (alpha / beta): -4.1 / -4.0 eV
* total charge: +1
* energy relative to the best compared isomer or geometry (same formula, charge and spin): 83.1 kcal/mol
* 2S+1: 2

Cartesian coordinates (Å):
H 0.6848 -0.9801 1.3040
O -2.4667 -0.4719 -0.7093
C -1.6933 0.5441 -0.0916
C -0.2596 0.3048 -0.3009
C 0.7841 -0.1897 0.4453
H -3.3967 -0.3060 -0.5276
H -1.8829 0.5720 1.0001
H -1.9639 1.5358 -0.4948
C 1.9678 -0.6960 0.0748
O 3.1455 -0.7612 -0.1186
Ca 5.0809 0.4483 -0.5815

No. 4
The following is a DFT calculation (the ωB97M-V functional and the def2-TZVPD basis) of a molecular structure, C7H11N.

Values from the calculation:
* gap between HOMO and LUMO: 0.3590 hartree
* E_LUMO: 1.0 eV
* energy relative to the best compared isomer or geometry (same formula, charge and spin): 238.3 kcal/mol

Cartesian coordinates (Å):
C -0.1746 1.6196 -0.0578
C -1.5016 0.9906 -0.1818
C -1.7853 -0.2932 0.0716
C -0.8993 -1.6850 -0.0076
C 0.1759 -0.8414 -0.2093
C 1.6936 -0.5558 -0.6938
C 1.2330 0.8228 0.1998
H -0.2679 2.1707 1.1094
H -0.0022 2.5463 -0.8964
H -2.5101 1.5474 -0.3541
H -2.9519 -0.5280 0.3324
H -0.9407 -2.3037 0.9194
H -1.1864 -2.3268 -0.7472
H -0.1253 -0.0765 -0.9391
H 2.6791 -0.6771 0.1976
H 2.3443 -0.6468 -1.7868
H 2.0028 1.5291 0.5306
H 1.5549 -1.0137 1.3263
N 0.6619 -0.2782 1.1867